one:
The following is a quantum chemistry calculation of 2 unconnected molecules or ions with the total composition C5H13N2O, from the Open Molecules 2025 dataset.

HOMO level = -14.60 eV
multiplicity = 1
charge = +1

Geometry (Å):
N -0.497 1.520 -2.081
C -1.792 1.872 0.806
C -0.490 1.103 0.886
N -0.392 0.121 -0.150
C 0.804 -1.579 -1.379
C 0.889 -0.506 -0.259
C 1.251 -1.261 1.059
O 0.497 -1.878 1.723
H -2.604 1.138 0.813
H 0.210 2.243 -1.981
H -1.255 1.846 -2.665
H -2.054 2.403 1.712
H -1.862 2.531 -0.059
H -0.524 0.562 1.851
H 0.355 1.796 0.773
H -0.428 0.768 -1.368
H 0.519 -1.044 -2.276
H 1.756 -2.099 -1.462
H 0.025 -2.297 -1.140
H 1.653 0.180 -0.634
H 2.336 -1.332 1.249

natural (NBO) population analysis, charges in e, atoms 1 to 4:
1 N -0.87
2 C -0.63
3 C -0.32
4 N 0.02


two:
The following is a quantum chemistry calculation of 2 unconnected molecules or ions with the total composition C5H13N2O, from the Open Molecules 2025 dataset.

HOMO level = -12.53 eV
multiplicity = 1
charge = +1

Geometry (Å):
O -1.123 0.017 -0.261
C -0.709 -0.992 -0.738
C 0.521 -1.628 -0.209
C 1.296 -1.069 0.838
C 2.542 -0.314 0.314
C 2.065 0.975 -0.396
N 1.271 1.831 0.452
N -5.041 0.079 -0.046
H -1.211 -1.452 -1.599
H 1.046 -2.284 -0.912
H 0.683 -0.357 1.399
H 1.589 -1.839 1.571
H 3.110 -0.890 -0.420
H 3.191 -0.102 1.161
H 2.923 1.544 -0.746
H 1.498 0.632 -1.278
H 0.280 1.732 0.328
H 1.568 2.790 0.451
H -5.738 0.085 0.689
H -4.287 0.693 0.235
H -5.470 0.548 -0.834

natural (NBO) population analysis, charges in e, atoms 1 to 4:
1 O -0.36
2 C 0.29
3 C 0.31
4 C -0.59


three:
The following is a quantum chemistry calculation of 2 unconnected molecules or ions with the total composition C5H13N2O, from the Open Molecules 2025 dataset.

HOMO level = -12.81 eV
multiplicity = 1
charge = +1

Geometry (Å):
C 1.521 0.771 -1.770
C 0.456 1.693 -1.103
C -0.190 1.178 0.188
C -1.186 0.293 0.127
N -1.616 -0.459 1.234
C -2.225 -0.004 2.239
N 1.821 -0.372 -0.877
H 1.145 0.435 -2.728
H 2.403 1.361 -1.898
H 0.886 2.678 -0.981
H -0.394 1.843 -1.772
H 0.084 1.697 1.100
H -1.613 -0.135 -0.777
H -2.639 1.007 2.258
H -2.395 -0.672 3.076
H 2.544 -1.044 -1.121
H 0.943 -0.796 -0.536
H 2.226 0.070 -0.042
H 0.516 -3.351 0.056
H -0.076 -2.178 0.935
O 0.618 -2.431 0.308

natural (NBO) population analysis, charges in e, atoms 1 to 4:
1 C -0.23
2 C -0.46
3 C -0.30
4 C -0.02


three takes first place; second place is 64.2 kcal/mol up.


one:
The following is a quantum chemistry calculation of 3 unconnected molecules or ions with the total composition C2H10O2S, from the Open Molecules 2025 dataset.

HOMO level = -8.52 eV
multiplicity = 1
SMILES = CSC.O.O
charge = 0

Geometry (Å):
C -3.547 -0.704 1.065
S -2.549 0.214 2.254
C -1.644 -1.154 3.039
H -4.616 -0.582 1.218
H -3.371 -1.765 1.168
H -3.278 -0.417 0.057
H -1.422 -1.827 2.213
H -0.738 -0.802 3.513
H -2.232 -1.709 3.768
H 3.936 0.875 -6.015
H 4.797 0.174 -4.954
O 4.830 0.568 -5.831
H 4.308 1.331 -2.327
H 3.696 1.363 -0.929
O 4.090 0.771 -1.576

natural (NBO) population analysis, charges in e, atoms 1 to 4:
1 C -0.75
2 S 0.17
3 C -0.73
4 H 0.22


two:
The following is a quantum chemistry calculation of 3 unconnected molecules or ions with the total composition C2H10O2S, from the Open Molecules 2025 dataset.

HOMO level = -8.64 eV
multiplicity = 1
SMILES = CCS.O.O
charge = 0

Geometry (Å):
C -1.526 1.213 -1.257
C -0.741 -0.160 -1.199
S 0.540 -0.097 0.047
H -0.867 2.078 -1.122
H -2.163 1.299 -0.341
H -1.947 1.405 -2.234
H -1.548 -0.885 -1.053
H -0.349 -0.466 -2.168
H -0.394 -0.141 1.042
H 4.103 -1.264 -0.508
H 5.029 -0.187 0.009
O 4.667 -1.051 0.240
H -1.872 0.119 3.077
H -1.726 -1.333 2.646
O -1.207 -0.531 2.822

natural (NBO) population analysis, charges in e, atoms 1 to 4:
1 C -0.62
2 C -0.54
3 S -0.06
4 H 0.21


one takes first place; second place is 3.4 kcal/mol up.


one:
The following is a quantum chemistry calculation of C4H10N2O in the gas phase, from the Open Molecules 2025 dataset.

HOMO level = -8.99 eV
multiplicity = 1
SMILES = [H]/N=C(/C)NCCO
charge = 0

Geometry (Å):
C -2.086 -0.261 0.811
C -0.772 0.511 0.757
C 2.305 -0.076 -1.430
N 0.050 0.331 -0.348
C 1.582 -0.183 -0.139
O -3.063 0.287 -0.058
N 1.975 -0.486 0.985
H -2.746 0.205 -0.965
H -0.363 0.026 -1.220
H 1.112 -0.336 1.760
H -2.519 -0.185 1.809
H -1.901 -1.319 0.580
H -0.918 1.571 0.984
H -0.092 0.051 1.728
H 2.238 0.941 -1.815
H 1.849 -0.742 -2.162
H 3.349 -0.335 -1.277

natural (NBO) population analysis, charges in e, atoms 1 to 4:
1 C -0.08
2 C -0.18
3 C -0.68
4 N -0.72


two:
The following is a quantum chemistry calculation of 2 unconnected molecules or ions with the total composition C4H10N2O, from the Open Molecules 2025 dataset.

HOMO level = -9.52 eV
multiplicity = 1
SMILES = [H]/N=N\OC.C=CC
charge = 0

Geometry (Å):
C -1.659 -0.418 2.080
O -0.324 -0.005 1.905
N -0.122 1.268 1.156
N 1.031 1.542 1.133
H 1.621 0.828 1.631
H -1.807 -1.385 1.591
H -1.865 -0.519 3.148
H -2.345 0.312 1.644
C 1.577 -0.702 -1.324
C 0.595 0.243 -1.934
C -0.706 0.228 -1.703
H 1.010 0.961 -2.629
H 2.378 -0.146 -0.832
H 1.098 -1.353 -0.595
H 2.042 -1.316 -2.098
H -1.151 -0.483 -1.025
H -1.375 0.946 -2.148

natural (NBO) population analysis, charges in e, atoms 1 to 4:
1 C -0.27
2 O -0.48
3 N 0.18
4 N -0.32


one takes first place; second place is 32.5 kcal/mol up.


one:
The following is a quantum chemistry calculation of C4H10N2O in the gas phase, from the Open Molecules 2025 dataset.

HOMO level = -8.99 eV
multiplicity = 1
SMILES = NCCNCC=O
charge = 0

Geometry (Å):
N 0.341 3.047 -1.446
C 0.532 2.125 -0.284
C 0.162 0.590 -0.374
N 0.907 -0.458 0.695
C 0.013 -1.380 1.409
C -0.910 -2.302 0.645
O -1.203 -2.175 -0.570
H -0.193 3.905 -1.167
H 1.294 3.187 -1.739
H -0.048 2.481 0.728
H 1.612 2.109 0.008
H 0.339 0.281 -1.428
H -0.765 0.206 -0.031
H 1.440 -1.006 -0.039
H 0.535 -2.267 1.850
H -0.649 -0.735 2.088
H -1.456 -3.075 1.171

natural (NBO) population analysis, charges in e, atoms 1 to 4:
1 N -0.85
2 C -0.24
3 C -0.22
4 N -0.64


two:
The following is a quantum chemistry calculation of C4H10N2O in the gas phase, from the Open Molecules 2025 dataset.

HOMO level = -7.76 eV
multiplicity = 1
charge = 0

Geometry (Å):
C -0.779 0.729 -0.674
C 2.248 -0.183 -0.452
C -1.354 -0.563 1.190
C -0.077 0.314 0.546
N -1.308 -0.005 -1.686
O 0.879 -0.233 -0.794
N 0.584 1.048 1.412
H -1.386 1.606 -0.461
H -0.757 -0.798 -1.997
H -1.896 0.428 -2.382
H 0.822 0.517 2.250
H 2.827 -0.491 -1.324
H 2.460 -0.891 0.358
H 2.548 0.826 -0.154
H -1.929 0.082 1.854
H -2.079 -1.074 0.556
H -0.801 -1.311 1.759

natural (NBO) population analysis, charges in e, atoms 1 to 4:
1 C 0.33
2 C -0.25
3 C -0.68
4 C 0.33


three:
The following is a quantum chemistry calculation of C4H10N2O in the gas phase, from the Open Molecules 2025 dataset.

HOMO level = -9.09 eV
multiplicity = 1
SMILES = NCCNCC=O
charge = 0

Geometry (Å):
N 0.269 0.605 -2.620
C 1.403 0.477 -1.674
C 0.694 -0.245 -0.386
N 0.380 0.828 0.566
C -0.752 0.573 1.618
C -0.713 -0.880 1.894
O -1.464 -1.588 1.185
H 0.121 -0.186 -3.267
H 0.155 1.435 -3.110
H 2.293 -0.106 -2.052
H 1.769 1.585 -1.505
H 0.028 -0.892 -0.934
H 1.307 -0.974 0.379
H 0.034 1.585 0.098
H -1.696 0.970 1.336
H -0.538 1.140 2.710
H -0.099 -1.453 2.524

natural (NBO) population analysis, charges in e, atoms 1 to 4:
1 N -0.88
2 C -0.23
3 C -0.23
4 N -0.60


four:
The following is a quantum chemistry calculation of C4H10N2O in the gas phase, from the Open Molecules 2025 dataset.

HOMO level = -8.61 eV
multiplicity = 1
SMILES = NCNCCC=O
charge = 0

Geometry (Å):
C 0.266 0.527 1.050
C 1.761 0.314 0.682
C 1.878 -0.739 -0.430
O 1.022 -1.423 -0.978
N -0.331 0.921 -0.212
C -1.781 0.479 -0.249
N -1.955 -0.622 -1.166
H -0.026 -0.384 1.469
H 0.172 1.206 1.871
H 2.322 -0.190 1.537
H 2.233 1.277 0.415
H 2.913 -0.889 -0.905
H 0.216 0.511 -0.975
H -2.293 1.339 -0.589
H -2.224 0.095 0.628
H -1.285 -1.429 -1.204
H -2.890 -0.993 -0.944

natural (NBO) population analysis, charges in e, atoms 1 to 4:
1 C -0.21
2 C -0.52
3 C 0.43
4 O -0.55


four takes first place; second place is 27.0 kcal/mol up.